1.
The following is a DFT calculation (the ωB97M-V functional and the def2-TZVPD basis) of a 2-piece molecular cluster, C3H5O2S overall.

Values from the calculation:
LUMO (spin up / spin down) = 3.96 / 2.59 eV
energy above the lowest of the compared OMol25 structures with the same formula, charge and spin = 446.4 kJ/mol
energy = -665.87573 hartree
orbital gap (spin up / spin down) = 9.0 / 4.1 eV
F_max = 2.9 eV/A

Geometry as ORCA input:
```
! wB97M-V def2-TZVPD RIJCOSX def2/J DEFGRID3
* xyz -1 1
C -0.343 0.798 0.142
C 0.054 0.292 1.307
C 0.307 0.623 -1.218
O 4.503 -0.261 1.197
O 4.187 -0.555 -1.190
S 3.682 0.108 0.053
H -1.322 1.376 0.045
H 1.034 -0.038 1.469
H 1.132 -0.176 -1.170
H -0.517 0.167 -1.727
H 0.827 1.482 -1.810
*
```

These are the natural (NBO) partial charges, in e, on atoms 1 to 6: C -0.33; C -0.14; C -0.67; O -1.00; O -1.01; S 1.15

2.
The following is a DFT calculation (the ωB97M-V functional and the def2-TZVPD basis) of C26H44InN7O2P as an isolated structure.

Values from the calculation:
LUMO = -9.42 eV
energy above the lowest of the compared OMol25 structures with the same formula, charge and spin = 29.0 kJ/mol
energy = -2081.50836 hartree
orbital gap = 8.7 eV
F_max = 1.2 eV/A

Geometry as ORCA input:
```
! wB97M-V def2-TZVPD RIJCOSX def2/J DEFGRID3
* xyz 3 1
In 0.295 0.208 0.203
N -1.974 3.435 2.173
C -0.761 2.971 1.916
N -0.890 1.826 1.249
C -2.243 1.665 1.132
N -2.932 2.621 1.684
C -2.798 0.524 0.400
C -4.158 0.244 0.317
N -4.601 -0.754 -0.434
C -3.717 -1.492 -1.098
C -2.352 -1.264 -0.990
N -1.905 -0.250 -0.239
H -2.239 4.287 2.654
H 0.160 3.454 2.204
H -4.880 0.837 0.866
H -4.106 -2.281 -1.729
H -1.621 -1.873 -1.503
C 1.161 -4.566 -1.008
O 0.820 -4.095 0.334
C 0.599 -2.841 0.520
O 0.667 -1.952 -0.355
N 0.314 -2.543 1.815
N -0.158 -1.256 2.116
H 1.406 -5.613 -0.883
H 2.012 -4.009 -1.390
H 0.301 -4.451 -1.662
H 0.183 -3.300 2.475
H 0.248 -0.971 3.004
H -1.170 -1.287 2.245
C 4.415 4.973 -1.215
C 3.840 4.886 0.209
C 2.909 3.669 0.382
C 3.425 2.527 -0.506
C 3.214 2.887 -1.994
C 3.423 4.399 -2.221
P 2.796 0.872 -0.105
C 3.182 -0.396 -1.357
C 4.705 -0.394 -1.699
C 4.947 -0.982 -3.100
C 3.969 -2.116 -3.378
C 2.530 -1.571 -3.477
C 2.336 -0.297 -2.633
C 3.352 0.258 1.528
C 4.890 0.427 1.727
C 5.224 1.605 2.640
C 4.627 1.417 4.044
C 3.317 0.612 4.015
C 2.567 0.874 2.709
H 5.358 4.425 -1.282
H 4.639 6.010 -1.457
H 3.271 5.788 0.437
H 4.654 4.832 0.934
H 1.892 3.923 0.062
H 2.875 3.398 1.435
H 4.495 2.390 -0.292
H 2.201 2.620 -2.308
H 3.915 2.327 -2.614
H 2.473 4.931 -2.134
H 3.773 4.555 -3.240
H 2.919 -1.332 -0.860
H 5.233 -0.988 -0.953
H 5.116 0.618 -1.670
H 5.977 -1.331 -3.154
H 4.838 -0.208 -3.863
H 4.050 -2.862 -2.580
H 4.231 -2.617 -4.308
H 1.818 -2.336 -3.160
H 2.295 -1.332 -4.514
H 1.268 -0.190 -2.389
H 2.632 0.576 -3.210
H 3.119 -0.814 1.475
H 5.404 0.528 0.772
H 5.266 -0.490 2.186
H 4.868 2.539 2.192
H 6.307 1.697 2.707
H 4.453 2.393 4.497
H 5.343 0.901 4.684
H 2.693 0.886 4.867
H 3.525 -0.458 4.102
H 2.449 1.950 2.584
H 1.563 0.446 2.750
*
```

These are the Mulliken partial charges, in e, on atoms 1 to 6: In 1.99; N 0.15; C -0.39; N -0.17; C 0.44; N -0.61

3.
The following is a DFT calculation (the ωB97M-V functional and the def2-TZVPD basis) of an isolated ion of composition C3H10N4 and charge +2.

Values from the calculation:
LUMO = -9.50 eV
energy above the lowest of the compared OMol25 structures with the same formula, charge and spin = 60.8 kJ/mol
energy = -338.69188 hartree
orbital gap = 10.6 eV
F_max = 3.7 eV/A

Geometry as ORCA input:
```
! wB97M-V def2-TZVPD RIJCOSX def2/J DEFGRID3
* xyz 2 1
C -0.946 0.294 0.918
C 0.138 0.314 -0.149
C 1.558 -1.213 -1.517
N -1.827 -0.659 0.958
N 0.577 -0.858 -0.492
N -0.911 1.277 1.768
N 0.630 1.452 -0.588
H 1.374 -2.126 -1.932
H 1.578 -0.633 -2.468
H 2.559 -1.173 -1.115
H -1.814 -1.394 0.181
H -2.471 -0.776 1.766
H 0.161 -1.643 0.183
H -0.335 2.059 1.889
H -1.538 1.310 2.613
H 0.113 2.306 -0.548
H 1.155 1.463 -1.466
*
```

These are the natural (NBO) partial charges, in e, on atoms 1 to 6: C 0.50; C 0.48; C -0.47; N -0.69; N -0.45; N -0.68

4.
The following is a DFT calculation (the ωB97M-V functional and the def2-TZVPD basis) of a 3-piece molecular cluster, CH6N4O2 overall.

Values from the calculation:
LUMO (spin up / spin down) = -1.19 / -1.19 eV
energy above the lowest of the compared OMol25 structures with the same formula, charge and spin = 595.7 kJ/mol
energy = -410.96166 hartree
orbital gap (spin up / spin down) = 5.6 / 5.6 eV
F_max = 6.4 eV/A

Geometry as ORCA input:
```
! wB97M-V def2-TZVPD RIJCOSX def2/J DEFGRID3
* xyz 0 1
C 0.571 -0.673 0.021
N -2.029 -0.658 -0.166
N -1.494 1.489 0.206
N 3.024 0.341 -0.073
N -1.284 0.207 0.549
O 0.404 -1.758 -0.432
O 1.178 0.286 0.197
H -1.551 -1.096 -0.938
H -2.285 -1.404 0.489
H -0.828 2.048 0.650
H -2.140 1.626 -0.556
H 3.130 -0.373 -0.767
H 3.303 -0.036 0.819
*
```

These are the natural (NBO) partial charges, in e, on atoms 1 to 6: C 0.90; N -0.68; N -0.60; N -0.69; N -0.10; O -0.61

5.
The following is a DFT calculation (the ωB97M-V functional and the def2-TZVPD basis) of C30H43N5O3PdSSi3 as an isolated structure.

Values from the calculation:
LUMO (spin up / spin down) = -3.33 / -3.33 eV
energy above the lowest of the compared OMol25 structures with the same formula, charge and spin = 0.0 kJ/mol
energy = -3063.00084 hartree
orbital gap (spin up / spin down) = 3.6 / 3.6 eV
F_max = 0.4 eV/A

Geometry as ORCA input:
```
! wB97M-V def2-TZVPD RIJCOSX def2/J DEFGRID3
* xyz 0 1
Pd 0.997 -0.583 -0.696
C -0.839 -3.073 1.070
Si 0.655 -2.220 1.910
C 0.401 -2.558 3.746
C 2.074 -3.351 1.377
C 0.875 -0.422 1.414
Si -0.322 0.933 2.069
C 0.156 2.647 1.434
C -0.170 1.003 3.948
C -2.177 0.861 1.743
Si 2.622 0.081 1.915
C 3.179 1.872 1.889
C 3.279 -0.610 3.541
C 3.707 -0.688 0.561
C 5.051 -1.027 0.687
C 5.700 -1.696 -0.333
C 4.982 -2.031 -1.473
C 3.660 -1.646 -1.556
N 3.045 -0.968 -0.577
H -0.950 -4.086 1.469
H -0.647 -3.157 0.000
H -1.886 -1.227 1.092
H 0.418 -3.640 3.905
H -0.556 -2.185 4.119
H 1.178 -2.119 4.371
H 1.911 -4.326 1.845
H 3.064 -3.011 1.685
H 2.098 -3.503 0.296
H 0.716 3.212 2.179
H -0.764 3.200 1.231
H 0.734 2.641 0.511
H 0.860 1.086 4.303
H -0.629 0.148 4.447
H -0.697 1.900 4.285
H -2.472 0.588 0.731
H -2.533 1.885 1.885
H -2.714 0.241 2.464
H 2.761 2.480 2.688
H 2.982 2.368 0.940
H 4.264 1.841 2.032
H 2.628 -0.352 4.376
H 4.260 -0.176 3.754
H 3.389 -1.696 3.529
H 5.574 -0.783 1.604
H 6.743 -1.971 -0.240
H 5.431 -2.583 -2.286
H 3.063 -1.883 -2.425
N -0.984 -1.370 -3.174
C 0.103 -0.667 -3.651
C 0.160 -0.348 -5.015
C 1.212 0.396 -5.484
C 2.192 0.828 -4.590
C 2.074 0.460 -3.277
N 1.071 -0.314 -2.807
C -1.508 -1.286 -1.855
C -2.914 -1.696 -1.785
C -3.607 -2.317 -0.773
C -3.250 -2.666 0.530
C -2.134 -2.251 1.356
N -0.971 -0.837 -0.816
H -1.643 -1.635 -3.889
H -0.641 -0.660 -5.671
H 1.261 0.664 -6.531
H 3.015 1.451 -4.906
H 2.797 0.780 -2.540
H -3.508 -1.512 -2.680
H -4.619 -2.601 -1.038
H -3.989 -3.309 1.005
H -2.393 -2.358 2.409
N -0.319 2.696 -1.969
C -1.712 2.889 -1.725
C -2.240 4.023 -1.121
C -3.600 4.084 -0.831
C -4.446 3.033 -1.154
C -3.927 1.935 -1.817
C -2.577 1.871 -2.107
S -6.194 3.065 -0.729
O -6.564 1.654 -0.728
O -6.222 3.700 0.578
O -6.802 3.842 -1.796
H 0.247 3.357 -1.453
H -0.108 1.770 -1.597
H -1.583 4.834 -0.824
H -4.012 4.940 -0.311
H -4.601 1.124 -2.070
H -2.168 1.016 -2.623
*
```

These are the Mulliken partial charges, in e, on atoms 1 to 6: Pd 0.28; C -0.81; Si 0.16; C -1.35; C -1.09; C 1.27

6.
The following is a DFT calculation (the ωB97M-V functional and the def2-TZVPD basis) of a 5-piece molecular cluster, C10H30O10 overall.

Values from the calculation:
LUMO = 0.25 eV
energy above the lowest of the compared OMol25 structures with the same formula, charge and spin = 15.4 kJ/mol
SMILES = OCCO.OCCO.OCCO.OCCO.OCCO
energy = -1151.32494 hartree
orbital gap = 10.2 eV
F_max = 1.3 eV/A

Geometry as ORCA input:
```
! wB97M-V def2-TZVPD RIJCOSX def2/J DEFGRID3
* xyz 0 1
C -0.119 -5.682 2.590
C 0.291 -4.238 2.490
O -0.643 -3.508 3.337
O -0.002 -6.125 3.923
H 0.569 -6.279 1.990
H -1.151 -5.799 2.248
H 0.200 -3.839 1.480
H 1.290 -4.114 2.913
H -0.185 -2.742 3.692
H -0.423 -5.440 4.459
C 1.289 3.188 2.863
C 0.660 3.653 1.578
O -0.728 3.622 1.793
O 0.946 1.803 3.117
H 0.915 3.795 3.693
H 2.373 3.270 2.836
H 0.980 2.969 0.780
H 1.003 4.661 1.317
H -1.194 4.027 1.059
H 0.071 1.803 3.516
C -1.656 -0.090 -2.271
C -2.223 -1.287 -1.581
O -3.638 -1.143 -1.521
O -2.026 -0.019 -3.642
H -0.569 -0.166 -2.277
H -1.955 0.817 -1.740
H -1.811 -1.323 -0.560
H -1.924 -2.232 -2.046
H -4.017 -2.002 -1.318
H -2.963 0.201 -3.697
C 1.862 -0.035 0.122
C 1.029 -1.210 0.601
O -0.153 -0.814 1.296
O 2.641 0.533 1.152
H 1.174 0.695 -0.325
H 2.554 -0.401 -0.639
H 1.631 -1.866 1.243
H 0.699 -1.808 -0.252
H 0.080 -0.244 2.037
H 2.047 0.958 1.787
C 0.722 2.293 -4.506
C 0.568 3.287 -3.397
O 0.121 2.683 -2.172
O -0.509 1.947 -5.111
H 1.216 1.378 -4.155
H 1.368 2.706 -5.285
H -0.123 4.079 -3.705
H 1.519 3.781 -3.175
H -0.815 2.858 -2.055
H -0.992 1.394 -4.483
*
```

These are the natural (NBO) partial charges, in e, on atoms 1 to 6: C -0.08; C -0.10; O -0.75; O -0.72; H 0.18; H 0.17

> What is the energy in the second record?

-2081.50836 hartree

> Look up the energy of the third one.

-338.69188 hartree

> What is the energy in the third record?

-338.69188 hartree